Entry from OMol25: a structure of composition C35H38Cl2N8O4RuSe in a non-equilibrium geometry (the ωB97M-V functional and the def2-TZVPD basis).

Last column: Mulliken charge in e.
Atoms and positions in Å:
C: 2.9343 0.4501 6.1460  -1.044
C: -0.8004 -0.7064 -4.9870  0.645
O: 0.2827 2.0082 3.6226  -0.181
Se: -0.7833 -0.7621 -0.9579  -0.098
H: -2.7907 4.2849 3.2599  0.363
H: -4.9940 -0.9096 -4.7013  0.405
C: -0.5446 2.8056 3.2003  0.480
H: 1.0741 3.5784 -2.3043  0.444
H: -1.9802 5.4904 4.2820  0.266
C: -1.0907 -0.9157 4.7536  0.432
N: -0.6696 1.5495 1.2277  -0.275
H: 0.5513 -4.5447 0.4165  0.495
C: -0.3524 2.0797 -2.7002  -1.146
H: -0.3142 1.7198 -7.9061  0.415
C: -1.8474 4.7907 3.4652  -0.855
H: -4.2947 -0.8024 -3.0872  0.248
H: -2.7274 -4.1162 -3.0290  0.446
H: -3.3106 -0.4597 -4.5116  0.075
H: 2.8758 0.6450 -3.5679  0.410
C: 2.0877 1.7251 -1.8625  0.825
H: -4.4129 -1.4583 2.9820  0.477
H: 3.4296 0.0387 -2.0098  0.348
C: 1.0988 2.5539 -2.6877  -0.743
C: 3.2029 -0.0765 1.4672  -0.035
H: -0.2713 -2.8463 2.0310  0.421
H: -4.2387 -1.9058 5.4353  0.448
C: 4.4387 1.2845 3.9328  -0.737
C: -2.1627 -1.3657 5.5030  -0.710
Ru: 0.6423 0.1232 2.6908  -0.667
C: 4.1926 1.0119 6.3133  0.143
C: 3.1742 0.7532 3.7606  -0.704
H: -2.4032 -0.6714 1.7642  0.288
C: 0.6301 -2.6822 1.4565  -0.242
C: 1.0934 -3.6195 0.5482  -0.816
C: -4.0947 -1.1063 -4.1175  -0.871
H: -4.6340 -3.1700 -3.9891  0.412
O: 4.2857 0.1996 1.0164  -0.680
H: 3.8334 -1.8940 -0.4520  0.602
H: -1.4357 1.0503 0.7848  0.327
H: -2.8956 -2.5906 -2.1832  0.125
H: -1.0737 -2.2515 -6.4776  0.382
N: 1.2692 -1.5332 1.6699  0.615
C: 0.2587 -0.7139 5.4069  0.284
C: -0.8064 -0.3879 -2.7684  -0.868
H: -0.7384 -0.6590 -8.3343  0.426
H: -0.5593 -3.0690 -2.7318  0.245
N: 2.5450 0.5204 2.5235  0.649
C: 2.2396 -3.3443 -0.1770  -0.665
H: -0.9782 2.8193 -3.2049  0.479
H: -0.9494 -3.2394 -4.4436  0.541
H: 2.6201 -4.0584 -0.8948  0.493
C: -3.4852 -1.3040 3.5145  -0.847
C: 2.9111 -2.1499 0.0499  -0.741
N: -0.9512 -1.3101 -3.7424  0.636
C: -0.8759 -1.2076 -6.2782  -0.915
H: 1.4662 2.6273 -3.7152  0.429
N: -1.1997 -0.6401 3.4416  0.740
C: -3.7286 -2.5894 -4.1766  -0.565
H: -0.0396 1.8528 0.4903  0.077
C: -0.5616 0.6413 -4.7466  1.024
Cl: 6.5179 2.1019 5.4146  -0.194
H: 2.9556 2.3527 -1.6516  0.553
C: 2.4063 -1.2774 0.9884  0.816
H: 5.0182 1.6040 3.0794  0.584
H: -1.4859 5.3300 2.5882  0.333
N: -0.5739 0.8073 -3.3659  0.760
C: -0.6913 -0.3068 -7.3132  -0.802
C: 4.9475 1.4176 5.2164  0.064
O: 0.3925 -0.9019 6.6007  -0.720
C: -2.3715 -0.8529 2.8325  -0.304
N: 1.1936 -0.2891 4.5225  0.582
Cl: 4.8040 1.1794 7.9183  -0.196
H: 1.7974 -0.3283 -2.5551  0.082
O: -0.8592 3.8547 3.9245  -0.328
H: 1.6505 1.4781 -0.8875  -1.050
N: -1.1467 2.6212 1.9974  -0.210
H: -2.0023 -1.5597 6.5542  0.582
H: -0.1990 2.5980 -5.5946  0.440
C: -0.4501 1.0485 -7.0695  -0.851
C: -2.6753 -3.0320 -3.1584  -0.220
H: -0.7360 1.9571 -1.6897  0.312
C: 2.4214 0.3064 4.8649  0.886
H: -1.5988 3.3869 1.5233  0.310
C: 2.5673 0.4443 -2.5395  -1.095
H: -3.4075 -2.8600 -5.1878  0.235
C: -0.3833 1.5486 -5.7803  -0.716
C: -3.3818 -1.5550 4.8761  -0.443
C: -1.2278 -2.7269 -3.5227  -1.216
H: 2.3768 0.1105 7.0036  0.653

Properties
DFT total energy: -149993.51150 eV
Total charge: +1
Energy relative to the best compared isomer or geometry (same formula, charge and spin): 1.014 eV
LUMO energy (alpha / beta): -2.5734 / -3.7076 eV
2S+1: 2
HOMO-LUMO gap (alpha / beta): 7.0 / 6.3 eV